This record from OMol25 describes a 2-piece molecular cluster, C5H8N2O2 overall. The level of theory is ωB97M-V with the def2-TZVPD basis set.

Structure (XYZ):
```
17
Properties=species:S:1:pos:R:3:lowdin_charge:R:1
C 0.740 -1.808 0.588 -0.10
C 0.194 -0.817 1.326 -0.04
C 0.923 -1.256 -0.781 -0.16
C -0.073 0.082 -0.785 -0.08
C -0.145 1.704 1.374 -0.07
N -0.198 0.390 0.702 -0.17
N -0.398 -0.823 3.286 -0.32
O -1.409 -0.289 3.480 0.10
O 0.492 -1.180 3.977 0.07
H 1.196 -2.787 0.978 0.13
H 1.945 -0.914 -1.007 0.10
H 0.578 -1.904 -1.652 0.12
H 0.345 0.890 -1.384 0.11
H -0.940 -0.265 -1.179 0.06
H -1.216 2.056 1.686 0.11
H 0.544 1.639 2.227 0.08
H 0.254 2.416 0.607 0.08
```

Summary:
- E_tot: -12383.4063 eV
- Spin multiplicity: 1
- Energy above the lowest of the compared OMol25 structures with the same formula, charge and spin: 173.6 kcal/mol
- HOMO energy: -8.0 eV
- Net charge: 0
- HOMO-LUMO gap: 8.180 eV